{
  "formula": "C14H17N4O8SV",
  "method": "the ωB97M-V functional and the def2-TZVPD basis",
  "elements": ["V", "S", "O", "O", "O", "O", "O", "O", "O", "O", "N", "N", "N", "N", "C", "C", "C", "C", "C", "C", "C", "C", "C", "C", "C", "C", "C", "C", "H", "H", "H", "H", "H", "H", "H", "H", "H", "H", "H", "H", "H", "H", "H", "H", "H"],
  "positions_angstrom": [[-0.34, 1.55, 0.50], [-1.69, -1.15, -2.82], [-0.78, 0.07, 0.04], [1.23, 2.15, -0.43], [-1.19, -1.12, -0.35], [-0.66, 3.81, 3.70], [-0.91, 2.80, 1.69], [2.46, 1.52, 6.28], [-2.51, 3.12, -1.17], [0.96, 3.15, 5.98], [2.03, 0.40, 3.85], [0.81, 0.97, 2.15], [-3.83, -2.49, -1.77], [-2.93, -3.51, -3.44], [-4.00, -4.27, -3.02], [2.18, 0.66, -2.01], [1.68, 0.07, 2.59], [1.36, 1.53, 4.25], [-2.04, -3.84, -4.56], [-4.55, -3.64, -1.96], [2.23, -1.09, 1.84], [2.12, 1.94, -1.27], [-0.38, 2.94, 2.94], [-2.83, -2.41, -2.67], [-1.66, 2.54, -0.74], [1.64, 2.08, 5.61], [3.13, 2.99, -1.50], [0.60, 1.88, 3.18], [2.33, -1.96, 2.49], [1.43, -0.06, -1.67], [-3.95, -1.83, -1.02], [3.22, -0.86, 1.44], [3.66, 2.84, -2.44], [2.66, -0.09, 4.47], [-2.23, -4.87, -4.85], [0.36, 3.48, 5.29], [-4.28, -5.18, -3.52], [2.67, 3.98, -1.46], [2.05, 0.87, -3.07], [-2.24, -3.19, -5.41], [-1.01, -3.73, -4.25], [1.56, -1.34, 1.02], [3.19, 0.23, -1.91], [3.86, 2.95, -0.68], [-5.39, -3.91, -1.34]],
  "spin_multiplicity": 3,
  "charge": 2,
  "lumo_energy_ev": [-7.229, -8.527],
  "homo_energy_ha": [-0.547, -0.561],
  "total_energy_ha": -2706.2712,
  "max_force_ha_per_bohr": 0.0950
}

***

{
  "formula": "C4H5FN2OS",
  "method": "the ωB97M-V functional and the def2-TZVPD basis",
  "elements": ["S", "F", "O", "N", "N", "C", "C", "C", "C", "H", "H", "H", "H", "H"],
  "positions_angstrom": [[-1.44, -1.04, 1.11], [-2.46, -0.34, -1.37], [-1.73, -0.53, 2.47], [1.81, -0.96, 0.22], [2.89, -0.37, -0.42], [-2.69, -0.08, -0.04], [1.09, 0.99, -0.49], [0.74, -0.15, 0.13], [2.42, 0.76, -0.90], [3.17, 1.30, -1.46], [-3.59, -0.58, 0.49], [-2.49, 0.91, 0.15], [0.42, 1.84, -0.66], [1.84, -1.77, 0.78]],
  "spin_multiplicity": 1,
  "lumo_energy_ev": [-1.188, -1.188],
  "homo_energy_ha": [-0.347, -0.347],
  "total_energy_ha": -838.0574,
  "max_force_ha_per_bohr": 0.0775
}

***

{
  "formula": "C3H8N3O2",
  "method": "the ωB97M-V functional and the def2-TZVPD basis",
  "elements": ["O", "O", "N", "N", "N", "C", "C", "C", "H", "H", "H", "H", "H", "H", "H", "H"],
  "positions_angstrom": [[0.84, -1.30, -1.15], [1.14, 0.92, -1.48], [2.41, -0.19, 0.06], [-1.81, 0.74, -1.28], [-0.51, -0.29, 2.08], [-1.75, 0.20, 0.02], [-0.82, 0.50, 0.92], [1.38, -0.20, -0.95], [-0.14, 1.33, 0.77], [-1.28, -0.90, 2.30], [-2.53, -0.53, 0.26], [2.88, -1.07, 0.15], [-2.25, 0.09, -1.92], [3.02, 0.61, -0.03], [-0.86, 0.95, -1.59], [0.29, -0.86, 1.84]],
  "spin_multiplicity": 1,
  "charge": -1,
  "lumo_energy_ev": 4.316,
  "homo_energy_ha": -0.126,
  "total_energy_ha": -433.9207,
  "max_force_ha_per_bohr": 0.0135
}